# 1
Below is a single C4H6N4 molecule, with properties calculated with ωB97M-V/def2-TZVPD.

Values from the calculation:
LUMO   0.70 eV
SMILES   Nc1nccnc1N
Total charge   0
ΔE to the lowest compared entry with this formula, charge and spin   147.22 kJ/mol
Spin multiplicity   1
Gap between HOMO and LUMO   8.7 eV

CARTESIAN COORDINATES (ANGSTROEM)
N  1.581  -1.458  -0.115
C  0.368  -0.732  -0.172
N  -0.713  -1.465  -0.179
C  -1.864  -0.791  -0.157
C  -1.968  0.599  -0.064
N  -0.879  1.303  -0.063
C  0.292  0.690  -0.221
N  1.396  1.524  -0.189
H  1.588  -2.369  0.613
H  2.569  -0.744  -0.147
H  -2.753  -1.416  0.064
H  -2.888  1.042  0.170
H  1.018  2.434  0.036
H  2.250  1.383  0.424

# 2
Below is a single C6H8N2 molecule, with properties calculated with ωB97M-V/def2-TZVPD.

Values from the calculation:
LUMO   0.52 eV
SMILES   C=C(C#N)C1(N)CC1
Total charge   0
ΔE to the lowest compared entry with this formula, charge and spin   243.01 kJ/mol
Spin multiplicity   1
Gap between HOMO and LUMO   9.8 eV

CARTESIAN COORDINATES (ANGSTROEM)
C  0.673  1.876  0.152
C  0.948  0.590  0.016
C  2.211  -0.014  -0.206
N  3.222  -0.539  -0.287
C  -0.156  -0.536  -0.001
N  0.244  -1.875  0.073
C  -1.553  -0.019  0.689
C  -1.432  -0.167  -0.734
H  -0.403  2.077  0.249
H  1.456  2.598  0.047
H  0.674  -2.235  -0.713
H  0.767  -1.942  0.912
H  -1.468  1.016  0.961
H  -2.039  -0.739  1.390
H  -1.871  -0.860  -1.368
H  -1.274  0.768  -1.180

# 3
Below is a single C22H23BrN4O4S molecule, with properties calculated with ωB97M-V/def2-TZVPD.

Values from the calculation:
LUMO   0.57 eV
SMILES   CC(=O)N1c2c(cc(Br)cc2S(=O)(=O)Nc2c(C)n(C)n(-c3ccccc3)c2=O)C[C@H]1C
Total charge   0
Spin multiplicity   1
Gap between HOMO and LUMO   8.6 eV

CARTESIAN COORDINATES (ANGSTROEM)
C  -4.964  -0.267  1.777
C  -3.577  -0.299  1.185
O  -2.812  -1.215  1.386
N  -3.228  0.790  0.431
C  -2.026  0.925  -0.261
C  -1.581  2.256  -0.195
C  -0.395  2.647  -0.766
C  0.324  1.692  -1.477
Br  1.987  2.157  -2.257
C  -0.151  0.408  -1.640
C  -1.329  0.009  -1.023
S  -1.748  -1.723  -1.297
O  -1.109  -2.081  -2.532
O  -3.158  -1.937  -1.201
N  -0.937  -2.538  -0.076
C  0.417  -2.174  -0.057
C  1.406  -2.719  -0.819
C  1.316  -3.845  -1.777
N  2.592  -2.062  -0.580
C  3.546  -1.846  -1.647
N  2.298  -0.992  0.263
C  3.303  -0.238  0.881
C  3.052  1.090  1.208
C  4.036  1.842  1.821
C  5.273  1.285  2.101
C  5.517  -0.041  1.786
C  4.537  -0.808  1.185
C  0.963  -1.031  0.651
O  0.435  -0.244  1.420
C  -2.585  3.063  0.573
C  -3.811  2.129  0.574
C  -4.731  2.427  -0.609
H  -5.233  -1.285  2.046
H  -4.971  0.337  2.683
H  -5.690  0.127  1.073
H  -0.032  3.659  -0.674
H  0.359  -0.310  -2.262
H  -1.416  -2.330  0.796
H  1.316  -3.471  -2.801
H  2.148  -4.535  -1.650
H  0.374  -4.359  -1.615
H  3.082  -1.370  -2.516
H  4.349  -1.206  -1.288
H  3.961  -2.807  -1.946
H  2.082  1.512  1.002
H  3.838  2.872  2.075
H  6.042  1.879  2.571
H  6.473  -0.486  2.018
H  4.715  -1.851  0.970
H  -2.801  4.020  0.103
H  -2.221  3.248  1.587
H  -4.368  2.198  1.509
H  -5.179  3.411  -0.496
H  -5.525  1.688  -0.676
H  -4.163  2.400  -1.536

Look up the total charge of the first one.
0